48
Properties=species:S:1:pos:R:3 method="wB97M-V/def2-TZVPD" homo_lumo_gap_ev="6.17 / 6.29" total_energy_ha=-1639.9805 largest_force_ev_per_a=4.37 spin_multiplicity=2 charge=+2 homo_energy_ev="-14.00 / -13.99"
Pt 0.34553 -0.33724 -0.64754
C -1.15401 1.75846 -4.33358
C -0.78318 3.10018 -4.09028
C -0.01650 3.40483 -3.00539
C 0.37936 2.37279 -2.08255
N 0.01547 1.05933 -2.39297
C -0.71379 0.77945 -3.44189
C 1.05923 2.56786 -0.88176
C 1.67527 3.81425 -0.48627
C 2.63928 3.82416 0.48322
C 2.96197 2.66679 1.21184
C 2.21278 1.48383 0.99341
C 1.27684 1.42327 -0.00032
H -1.75767 1.48687 -5.18194
H -1.11422 3.87226 -4.76665
H 0.27603 4.42189 -2.80378
H -0.96914 -0.26175 -3.60215
H 1.38639 4.72573 -0.98434
H 3.13652 4.75100 0.72707
H 3.72510 2.69311 1.97283
H 2.40271 0.63634 1.64068
C 0.50747 -3.26924 3.37391
C 0.55871 -4.18337 2.14467
C 1.24540 -3.51522 1.01543
N 0.74654 -2.57252 0.29601
N 1.56791 -2.08288 -0.65054
C 2.77069 -2.62466 -0.65244
N 3.77170 -2.22575 -1.43004
S 2.89548 -3.89419 0.54439
H 0.01152 -3.79133 4.18465
H -0.04550 -2.35724 3.16320
H 1.50793 -3.00498 3.70403
H -0.45766 -4.43696 1.83880
H 1.08440 -5.10587 2.38997
H 3.62052 -1.47009 -2.07938
H 4.63706 -2.73777 -1.48883
O -1.86229 -0.37783 -0.81212
N -2.65783 -0.31886 0.22035
C -3.44270 0.76427 0.38801
C -4.27151 0.85868 1.48098
C -4.30363 -0.17130 2.41491
C -3.48958 -1.28187 2.21454
C -2.67913 -1.33542 1.10505
H -3.36229 1.52827 -0.37157
H -4.88131 1.73740 1.61271
H -4.95605 -0.10762 3.27015
H -3.47723 -2.10099 2.91639
H -2.02258 -2.16608 0.87911